This record from the OMol25 dataset describes a structure of composition C4H5O2Tm in a non-equilibrium geometry. The level of theory is ωB97M-V/def2-TZVPD.

Geometry (Å):
O1 -1.455 -0.058 -1.989
C1 -0.738 0.582 -0.939
H1 -1.421 1.174 -0.298
H2 -0.078 1.310 -1.451
C2 0.017 -0.426 -0.090
C3 0.664 0.256 1.097
C4 1.958 0.290 1.335
O2 3.115 0.263 1.553
Tm1 -1.116 -2.370 1.235
H3 0.810 -0.897 -0.699
H4 0.053 0.766 1.853
H5 -1.810 -0.890 -1.606

As for the spin multiplicity: 3. The HOMO energy (spin up / spin down) comes out at -0.2271 / -0.2661 Eh. As for the energy relative to the best compared isomer or geometry (same formula, charge and spin): 26.60 kcal/mol.

Results of the Mulliken charge analysis, in e, for atoms 1 through 5: O -0.4775; C -0.4379; H 0.2088; H 0.2572; C -0.5777

---

This record from the OMol25 dataset describes the ion C4H5O3 with charge +1 in a non-equilibrium geometry. The level of theory is ωB97M-V/def2-TZVPD.

Geometry (Å):
C1 2.147 -0.035 0.063
C2 -0.878 0.787 -0.264
C3 -0.839 -0.316 0.767
C4 0.714 -0.659 -0.765
O1 0.221 0.546 -1.027
O2 0.084 -1.256 0.228
O3 2.507 0.463 1.003
H1 -1.753 0.810 -1.004
H2 -0.699 1.809 0.215
H3 -0.667 -0.004 1.758
H4 -1.856 -0.764 0.670
H5 1.021 -1.382 -1.643

As for the spin multiplicity: 3. The HOMO energy (spin up / spin down) comes out at -0.4516 / -0.6049 Eh. As for the energy relative to the best compared isomer or geometry (same formula, charge and spin): 32.08 kcal/mol. As for the net charge: +1.

Results of the Mulliken charge analysis, in e, for atoms 1 through 5: C 0.1420; C -0.2136; C -0.3642; C 0.3186; O -0.1394

---

This record from the OMol25 dataset describes a structure of composition C4H5O3Sm in a non-equilibrium geometry. The level of theory is ωB97M-V/def2-TZVPD.

Geometry (Å):
H1 1.186 -0.286 -1.450
O1 1.053 -2.842 0.165
C1 0.900 -1.665 -0.159
O2 1.450 -1.194 -1.231
Sm1 2.149 -5.222 -0.259
O3 0.099 -0.779 0.670
C2 0.004 0.571 0.519
C3 -1.243 1.150 0.290
C4 -1.425 2.511 0.224
H2 0.921 1.146 0.684
H3 -2.098 0.478 0.183
H4 -2.406 2.933 0.011
H5 -0.589 3.200 0.355

As for the spin multiplicity: 7. The HOMO energy (spin up / spin down) comes out at -0.8013 / -0.8300 Eh. As for the energy relative to the best compared isomer or geometry (same formula, charge and spin): 0.00 kcal/mol. As for the net charge: +3.

Results of the Mulliken charge analysis, in e, for atoms 1 through 5: H 0.3934; O -0.5151; C 0.6455; O -0.3236; Sm 1.9659

---

This record from the OMol25 dataset describes a structure of composition C4H5O6Pd in a non-equilibrium geometry. The level of theory is ωB97M-V/def2-TZVPD.

Geometry (Å):
H1 -0.409 0.588 -0.387
O1 2.144 1.657 -0.451
C1 1.906 0.562 0.143
O2 1.682 0.525 1.363
O3 1.185 -0.255 -0.672
C2 0.577 -1.464 -0.201
O4 -1.531 -0.232 0.051
C3 -1.779 1.475 0.426
C4 -0.913 -1.390 -0.498
O5 -0.712 1.875 -0.127
O6 -2.418 1.596 1.405
Pd1 0.969 2.577 0.469
H2 0.748 -1.603 0.874
H3 1.020 -2.289 -0.771
H4 -1.063 -1.371 -1.589
H5 -1.406 -2.252 -0.035

As for the spin multiplicity: 4. The HOMO energy (spin up / spin down) comes out at -0.2116 / -0.3978 Eh. As for the energy relative to the best compared isomer or geometry (same formula, charge and spin): 7.01 kcal/mol.

Results of the Mulliken charge analysis, in e, for atoms 1 through 5: H 0.5562; O -0.5659; C 0.7563; O -0.5403; O -0.3756

---

This record from the OMol25 dataset describes an isolated molecule of C4H5OP in a non-equilibrium geometry. The level of theory is ωB97M-V/def2-TZVPD.

Geometry (Å):
C1 -0.160 1.248 -0.121
C2 1.284 0.871 -0.217
O1 2.282 0.598 0.566
P1 1.656 -0.876 -0.235
C3 -0.115 -1.081 0.487
C4 -0.998 0.034 -0.241
H1 -0.394 2.248 -0.488
H2 0.003 -1.119 1.620
H3 -0.617 -1.969 0.104
H4 -2.009 0.265 -0.070
H5 -0.932 -0.218 -1.406

Its SMILES is C1=C2OP2CC1. The HOMO energy (spin up / spin down) comes out at -0.2835 / -0.2879 Eh. As for the energy relative to the best compared isomer or geometry (same formula, charge and spin): 86.57 kcal/mol.

Results of the Mulliken charge analysis, in e, for atoms 1 through 5: C -0.6259; C 0.5141; O -0.3411; P -0.0040; C -0.7273

---

This record from the OMol25 dataset describes a cluster of 2 separate species, C4H5PS in total in a non-equilibrium geometry. The level of theory is ωB97M-V/def2-TZVPD.

Geometry (Å):
C1 -2.846 0.106 0.458
C2 -2.310 0.802 1.484
P1 -0.617 1.028 2.099
S1 0.477 -0.015 0.839
H1 -2.174 -0.254 -0.356
H2 -3.835 -0.235 0.167
H3 -2.892 1.260 2.254
C3 4.056 -0.907 -1.466
C4 3.026 -0.454 -1.986
H4 4.680 -1.538 -1.023
H5 2.435 0.207 -2.471

Its SMILES is C=CP=S.C#C. The HOMO energy comes out at -0.3230 Eh. As for the energy relative to the best compared isomer or geometry (same formula, charge and spin): 57.44 kcal/mol.

Results of the Mulliken charge analysis, in e, for atoms 1 through 5: C -0.4363; C -0.2291; P 0.1882; S -0.2781; H 0.1646

---

The lowest energy relative to the best compared isomer or geometry (same formula, charge and spin) belongs to which entry?
C4H5O3Sm